1.
{"formula": "C3H6N4O", "method": "ωB97M-V/def2-TZVPD", "energy_ha": -412.05049, "lumo_energy_ha": 0.02575, "largest_force_ev_per_a": 4.22, "gap_ev": 8.0, "homo_ev": -7.3, "de_lowest_kcal_mol": 99.43, "elements": ["O", "N", "N", "N", "N", "C", "C", "C", "H", "H", "H", "H", "H", "H"], "positions_angstrom": [[-0.795, -1.931, 0.791], [-1.425, -0.476, -2.546], [0.190, 0.689, -1.481], [0.384, 0.084, 0.670], [-0.384, -0.464, -1.620], [0.965, 0.286, 2.056], [0.708, 0.995, -0.349], [-0.433, -0.899, 0.371], [0.220, 0.506, 2.708], [1.375, 1.779, -0.107], [1.764, 1.060, 2.023], [-2.043, -1.387, -2.433], [1.422, -0.658, 2.342], [-1.947, 0.415, -2.425]]}

=====

2.
{"formula": "C3H6N4O", "method": "ωB97M-V/def2-TZVPD", "energy_ha": -411.92990, "lumo_energy_ha": 0.00843, "largest_force_ev_per_a": 7.39, "gap_ev": 8.7, "homo_ev": -8.5, "de_lowest_kcal_mol": 175.10, "elements": ["O", "N", "N", "N", "N", "C", "C", "C", "H", "H", "H", "H", "H", "H"], "positions_angstrom": [[-1.173, 1.030, -1.909], [-0.884, 0.025, -0.927], [-2.175, 0.909, 0.777], [1.910, -1.169, 0.792], [-0.374, -0.719, 1.111], [0.863, -0.510, 0.283], [-1.264, 0.287, 0.310], [0.558, -0.164, -0.979], [2.329, -2.152, 0.110], [1.241, -0.349, -1.807], [-0.020, 0.176, 2.233], [2.389, -0.702, 1.515], [-2.594, 1.534, -0.066], [-0.805, 1.805, -1.443]]}

=====

3.
{"formula": "C3H6N4O", "method": "ωB97M-V/def2-TZVPD", "energy_ha": -411.98263, "lumo_energy_ha": 0.01360, "largest_force_ev_per_a": 8.00, "gap_ev": 9.0, "homo_ev": -8.6, "de_lowest_kcal_mol": 142.01, "elements": ["O", "N", "N", "N", "N", "C", "C", "C", "H", "H", "H", "H", "H", "H"], "positions_angstrom": [[2.629, -0.265, -0.287], [-1.706, 1.621, -0.386], [0.542, -0.966, -0.020], [-0.804, -0.606, 0.277], [-1.854, -1.419, -0.029], [0.739, 1.423, 0.492], [-0.755, 0.821, 0.087], [1.341, 0.208, -0.035], [-1.987, -1.983, 0.775], [-2.476, 0.806, -0.428], [2.566, -1.365, -0.429], [0.847, -1.167, 0.928], [-1.885, -1.766, -0.962], [0.705, 2.460, 0.251]]}

=====

4.
{"formula": "C3H6N4O", "method": "ωB97M-V/def2-TZVPD", "energy_ha": -412.09344, "lumo_energy_ha": -0.00814, "largest_force_ev_per_a": 3.87, "gap_ev": 9.0, "homo_ev": -9.2, "de_lowest_kcal_mol": 72.48, "elements": ["O", "N", "N", "N", "N", "C", "C", "C", "H", "H", "H", "H", "H", "H"], "positions_angstrom": [[-1.566, -2.362, 0.793], [-0.379, 0.347, 1.748], [0.234, -1.972, -0.696], [0.439, 0.148, -0.580], [0.856, -0.973, -1.112], [-0.662, -0.037, 0.345], [1.023, 1.376, -1.103], [-0.764, -1.673, 0.256], [2.075, 1.247, -1.156], [0.650, 1.419, -2.088], [0.474, 2.119, -0.622], [0.413, -0.140, 2.088], [-1.185, -0.036, 2.202], [-1.610, 0.537, -0.076]]}

=====

5.
{"formula": "C3H6N4O", "method": "ωB97M-V/def2-TZVPD", "energy_ha": -412.00800, "lumo_energy_ha": 0.02067, "largest_force_ev_per_a": 5.24, "gap_ev": 8.8, "homo_ev": -8.3, "de_lowest_kcal_mol": 126.09, "elements": ["O", "N", "N", "N", "N", "C", "C", "C", "H", "H", "H", "H", "H", "H"], "positions_angstrom": [[-2.502, 0.741, 0.312], [1.988, -0.685, 0.370], [-0.468, -0.577, 1.850], [-0.969, 0.924, -1.219], [-1.169, 0.880, 0.100], [0.859, -0.146, -0.219], [-0.312, -0.109, 0.703], [0.315, 0.398, -1.329], [2.594, 0.153, 0.763], [-1.629, 0.134, -1.622], [0.441, -1.226, 1.962], [0.835, 0.498, -2.327], [2.568, -1.292, -0.456], [-2.552, 0.306, 1.112]]}

=====

6.
{"formula": "C3H6N4O", "method": "ωB97M-V/def2-TZVPD", "energy_ha": -412.00193, "lumo_energy_ha": 0.02514, "largest_force_ev_per_a": 5.42, "gap_ev": 8.4, "homo_ev": -7.7, "de_lowest_kcal_mol": 129.90, "elements": ["O", "N", "N", "N", "N", "C", "C", "C", "H", "H", "H", "H", "H", "H"], "positions_angstrom": [[-0.072, -0.601, -0.054], [2.462, -0.994, -0.150], [1.911, 0.381, 0.155], [-2.214, -1.322, 0.092], [-0.041, 1.625, 0.086], [-1.410, -0.217, 0.004], [0.691, 0.479, 0.014], [-1.451, 1.161, -0.009], [-1.908, -2.113, -0.401], [3.619, -0.601, -0.604], [-3.288, -1.279, -0.222], [-2.412, 1.807, -0.007], [2.561, -1.639, 1.035], [0.203, 2.262, -0.706]]}

=====

7.
{"formula": "C3H6N4S", "method": "ωB97M-V/def2-TZVPD", "energy_ha": -735.00324, "lumo_energy_ha": -0.01032, "largest_force_ev_per_a": 4.77, "gap_ev": 8.8, "homo_ev": -9.1, "de_lowest_kcal_mol": 89.46, "elements": ["S", "N", "N", "N", "N", "C", "C", "C", "H", "H", "H", "H", "H", "H"], "positions_angstrom": [[-0.534, -0.965, -3.122], [0.928, 0.370, 2.255], [-1.247, 0.848, 0.083], [0.176, 1.384, 0.114], [0.409, -1.745, -0.644], [-1.510, -0.195, -0.634], [-0.512, -1.139, -1.460], [0.955, 1.200, 1.323], [0.209, -0.471, 2.175], [1.882, 1.720, 1.511], [1.230, -1.925, -1.317], [-0.069, 2.503, 0.140], [-2.563, -0.408, -0.580], [0.648, -1.175, 0.156]]}

=====

8.
{"formula": "C3H6N6O", "method": "ωB97M-V/def2-TZVPD", "energy_ha": -521.58434, "lumo_energy_ha": 0.01581, "largest_force_ev_per_a": 5.39, "gap_ev": 9.4, "homo_ev": -9.0, "de_lowest_kcal_mol": 0.00, "elements": ["O", "N", "N", "N", "N", "N", "N", "C", "C", "C", "H", "H", "H", "H", "H", "H"], "positions_angstrom": [[-3.203, 0.933, 0.202], [3.538, -0.502, 0.058], [-2.724, -1.039, -0.373], [2.368, -1.160, 0.042], [0.058, -0.593, 0.114], [1.965, 0.911, 0.056], [3.304, 0.734, 0.069], [1.299, -0.295, 0.087], [-0.874, 0.501, 0.146], [-2.287, -0.014, 0.297], [-0.711, 1.199, 0.989], [1.579, 1.846, 0.074], [-1.978, -1.727, -0.475], [2.343, -2.171, 0.010], [-3.846, 0.261, -0.522], [-0.830, 1.116, -0.774]]}

=====

9.
{"formula": "C3H6NO", "method": "ωB97M-V/def2-TZVPD", "energy_ha": -247.48150, "lumo_energy_ha": -0.15986, "total_charge": 1, "largest_force_ev_per_a": 4.76, "gap_ev": 9.9, "homo_ev": -14.2, "de_lowest_kcal_mol": 84.46, "elements": ["O", "N", "C", "C", "C", "H", "H", "H", "H", "H", "H"], "positions_angstrom": [[1.165, 1.246, 0.138], [-1.254, 0.590, 0.013], [0.907, -0.962, 0.472], [0.086, 0.383, 0.318], [1.123, -0.005, -0.642], [1.016, -0.187, -1.743], [0.422, -1.967, 0.416], [-1.390, 0.688, -0.957], [-1.879, -0.297, 0.233], [1.547, -0.948, 1.326], [-1.743, 1.459, 0.426]]}

=====

10.
{"formula": "C3H6NO", "method": "ωB97M-V/def2-TZVPD", "energy_ha": -247.57621, "lumo_energy_ha": -0.18244, "total_charge": 1, "largest_force_ev_per_a": 4.32, "gap_ev": 10.6, "homo_ev": -15.6, "de_lowest_kcal_mol": 25.02, "elements": ["O", "N", "C", "C", "C", "H", "H", "H", "H", "H", "H"], "positions_angstrom": [[2.084, -0.247, 0.450], [-0.162, -1.216, -0.058], [1.393, 0.694, 0.261], [0.022, 0.276, -0.070], [-1.115, 0.949, -0.143], [-0.849, -1.496, 0.607], [-0.376, -1.408, -1.178], [-1.237, 1.987, -0.167], [1.523, 1.728, 0.197], [0.751, -1.698, 0.262], [-2.034, 0.431, -0.162]]}

=====

11.
{"formula": "C3H6NO2", "method": "ωB97M-V/def2-TZVPD", "energy_ha": -323.16104, "lumo_energy_ha": 0.15120, "total_charge": -1, "largest_force_ev_per_a": 5.26, "gap_ev": 7.6, "homo_ev": -3.5, "de_lowest_kcal_mol": 35.90, "elements": ["O", "O", "N", "C", "C", "C", "H", "H", "H", "H", "H", "H"], "positions_angstrom": [[-0.438, -2.445, -1.451], [0.930, -0.876, -1.990], [0.683, 0.620, 0.402], [0.139, -0.772, 0.321], [-0.484, 1.466, 0.606], [0.169, -1.382, -1.159], [-0.732, 1.425, 1.660], [-0.254, 2.475, 0.343], [1.035, -1.416, 0.763], [1.319, 0.743, -0.405], [-1.546, 1.128, 0.189], [-0.822, -0.966, 0.721]]}

=====

12.
{"formula": "C3H6NO2", "method": "ωB97M-V/def2-TZVPD", "energy_ha": -323.18027, "lumo_energy_ha": 0.15248, "total_charge": -1, "largest_force_ev_per_a": 1.55, "gap_ev": 8.4, "homo_ev": -4.3, "de_lowest_kcal_mol": 23.84, "elements": ["O", "O", "N", "C", "C", "C", "H", "H", "H", "H", "H", "H"], "positions_angstrom": [[-0.953, -1.163, 1.312], [-2.004, 0.811, 1.493], [0.661, 0.176, -0.603], [-1.546, -0.257, 1.943], [1.497, -0.190, -1.597], [2.201, 0.605, -2.443], [2.396, 1.632, -2.149], [-1.710, -0.394, 3.042], [2.332, 0.311, -3.475], [0.389, -0.497, 0.117], [0.503, 1.139, -0.368], [1.418, -1.235, -1.896]]}

=====

13.
{"formula": "C3H6NO2", "method": "ωB97M-V/def2-TZVPD", "energy_ha": -322.96537, "lumo_energy_ha": [0.24813, 0.24755], "total_charge": -2, "s2": 0.7535, "largest_force_ev_per_a": 4.38, "spin_multiplicity": 2, "gap_ev": [3.8, 6.7], "homo_ev": [3.0, 0.0], "de_lowest_kcal_mol": 36.12, "elements": ["O", "O", "N", "C", "C", "C", "H", "H", "H", "H", "H", "H"], "positions_angstrom": [[5.120, -0.410, 1.293], [3.508, -0.810, -0.285], [-2.998, -0.871, 0.106], [-2.424, 0.331, 0.274], [-1.859, 1.129, -0.786], [4.298, -1.113, 0.640], [-1.974, -0.905, -0.239], [-0.738, 0.957, -0.873], [-2.686, 0.814, 1.181], [-2.489, 0.797, -1.654], [-1.918, 2.219, -0.672], [4.160, -2.137, 1.014]]}

=====

14.
{"formula": "C3H6NO2", "method": "ωB97M-V/def2-TZVPD", "energy_ha": -323.06123, "lumo_energy_ha": [0.02273, -0.08432], "s2": 0.7562, "largest_force_ev_per_a": 1.89, "spin_multiplicity": 2, "gap_ev": [10.4, 7.6], "homo_ev": [-9.8, -9.9], "de_lowest_kcal_mol": 20.56, "elements": ["O", "O", "N", "C", "C", "C", "H", "H", "H", "H", "H", "H"], "positions_angstrom": [[0.925, 1.793, -1.140], [-1.024, -1.474, 1.134], [-0.150, 0.684, 0.464], [0.870, -0.653, -1.293], [0.632, 0.716, -0.680], [-1.034, -0.190, 1.239], [-0.148, 1.576, 0.941], [0.121, -0.811, -2.065], [1.914, -0.672, -1.592], [-2.009, 0.339, 1.196], [-0.777, 0.067, 2.301], [0.680, -1.374, -0.505]]}

=====

15.
{"formula": "C3H6NO2S", "method": "ωB97M-V/def2-TZVPD", "energy_ha": -721.20693, "lumo_energy_ha": 0.14542, "total_charge": -1, "largest_force_ev_per_a": 5.25, "gap_ev": 7.6, "homo_ev": -3.7, "de_lowest_kcal_mol": 126.56, "elements": ["S", "O", "O", "N", "C", "C", "C", "H", "H", "H", "H", "H", "H"], "positions_angstrom": [[-0.834, -1.002, -0.357], [0.269, -1.957, -0.379], [-1.894, -1.512, -1.243], [-1.480, -1.390, 1.280], [1.289, 1.073, 0.082], [2.133, 1.659, -0.741], [-0.639, 0.720, -0.532], [3.137, 1.927, -0.372], [1.995, 1.735, -1.773], [-1.217, 1.108, 0.290], [-2.323, -0.817, 1.336], [1.273, 0.838, 1.230], [-1.709, -2.382, 1.181]]}

=====

16.
{"formula": "C3H6NO2S", "method": "ωB97M-V/def2-TZVPD", "energy_ha": -721.37252, "lumo_energy_ha": 0.13138, "total_charge": -1, "largest_force_ev_per_a": 3.33, "gap_ev": 7.9, "homo_ev": -4.3, "de_lowest_kcal_mol": 22.65, "elements": ["S", "O", "O", "N", "C", "C", "C", "H", "H", "H", "H", "H", "H"], "positions_angstrom": [[0.551, -2.016, 0.412], [2.456, 1.712, 0.978], [1.300, -1.926, -1.105], [3.051, -0.266, -0.212], [-0.133, -0.337, 0.665], [-1.085, 0.089, -0.508], [2.742, 0.724, 0.361], [-0.663, -0.471, 1.521], [-0.371, -0.019, -1.379], [0.598, 0.529, 0.860], [-1.358, 1.190, -0.416], [-1.982, -0.455, -0.793], [2.144, -1.412, -0.943]]}

=====

17.
{"formula": "C3H6NO2S", "method": "ωB97M-V/def2-TZVPD", "energy_ha": -720.95674, "lumo_energy_ha": -0.16602, "total_charge": 1, "largest_force_ev_per_a": 4.17, "gap_ev": 10.1, "homo_ev": -14.7, "de_lowest_kcal_mol": 71.86, "elements": ["S", "O", "O", "N", "C", "C", "C", "H", "H", "H", "H", "H", "H"], "positions_angstrom": [[-0.105, 1.835, 0.226], [-2.162, 0.291, -0.190], [-2.951, -0.914, 0.038], [-0.104, -0.756, -0.059], [-0.826, 0.351, -0.160], [1.542, 1.008, -0.156], [1.372, -0.479, 0.150], [-3.716, -0.647, 0.637], [1.946, -0.912, -0.589], [1.610, 1.161, -1.243], [-0.639, -1.622, -0.044], [2.367, 1.567, 0.239], [1.666, -0.883, 1.149]]}

=====

18.
{"formula": "C3H6NO2S", "method": "ωB97M-V/def2-TZVPD", "energy_ha": -720.79889, "lumo_energy_ha": -0.23906, "total_charge": 1, "largest_force_ev_per_a": 12.16, "gap_ev": 8.8, "homo_ev": -15.3, "de_lowest_kcal_mol": 170.91, "elements": ["S", "O", "O", "N", "C", "C", "C", "H", "H", "H", "H", "H", "H"], "positions_angstrom": [[-0.686, 1.109, 0.835], [-0.361, 1.721, -0.734], [0.794, -1.178, 0.059], [2.073, 3.040, -0.865], [0.901, 2.497, -0.605], [0.308, -0.428, 1.227], [-0.283, -1.501, -0.890], [-0.329, -1.102, 1.960], [-2.058, 0.703, 0.767], [-0.132, -2.584, -1.316], [-1.368, -1.413, -0.462], [-0.139, -0.760, -1.815], [1.280, -0.103, 1.838]]}

=====

19.
{"formula": "C3H6NO2S", "method": "ωB97M-V/def2-TZVPD", "energy_ha": -720.91126, "lumo_energy_ha": -0.22461, "total_charge": 1, "largest_force_ev_per_a": 4.42, "gap_ev": 7.4, "homo_ev": -13.5, "de_lowest_kcal_mol": 100.40, "elements": ["S", "O", "O", "N", "C", "C", "C", "H", "H", "H", "H", "H", "H"], "positions_angstrom": [[0.535, -0.174, -0.626], [1.058, -0.920, -1.682], [0.704, 1.443, -0.736], [2.461, -0.104, 0.301], [-2.238, -0.387, -0.150], [-2.572, -0.153, 1.174], [3.570, -0.244, 0.455], [-3.262, -0.908, 1.621], [4.633, -0.196, 0.451], [-1.721, 0.242, -0.780], [1.386, 1.999, -1.181], [-2.359, -1.370, -0.589], [-2.194, 0.772, 1.742]]}

=====

20.
{"formula": "C3H6NO4", "method": "ωB97M-V/def2-TZVPD", "energy_ha": -473.70659, "lumo_energy_ha": 0.14634, "total_charge": -1, "largest_force_ev_per_a": 5.12, "gap_ev": 9.0, "homo_ev": -5.0, "de_lowest_kcal_mol": 42.84, "elements": ["O", "O", "O", "O", "N", "C", "C", "C", "H", "H", "H", "H", "H", "H"], "positions_angstrom": [[1.452, -2.896, 0.381], [1.963, -0.349, -1.192], [-1.550, -0.591, 1.179], [0.439, 1.409, -1.393], [0.345, -0.002, 0.322], [-0.997, 0.269, 0.457], [-1.657, 1.499, 0.041], [0.989, 0.358, -0.899], [-2.797, 1.437, 0.219], [-1.349, 1.898, -0.900], [1.357, -2.309, -0.390], [2.231, -2.392, 0.508], [-1.236, 2.279, 0.780], [0.811, -0.610, 0.887]]}